# 1
C2H4O2S as an isolated structure. Source: OMol25; level of theory: the ωB97M-V functional and the def2-TZVPD basis.

The value obtained for the HOMO-LUMO gap is 0.4055 Ha.

```
9
Properties=species:S:1:pos:R:3:forces:R:3
S 0.65931 -0.93135 -1.31355 -3.054 -0.913 -1.195
O 2.04460 -1.08469 -1.54665 1.202 -0.240 0.680
O -0.26605 -1.54847 -2.27433 1.079 1.414 1.319
C -0.00693 -1.07458 0.30140 0.619 3.177 -0.224
C 0.16835 0.62367 -0.73974 -0.065 -2.814 1.148
H 0.70472 1.22753 -0.03047 0.483 0.229 -0.505
H -0.73577 0.93700 -1.19269 -0.841 0.357 -0.030
H 0.82213 -0.80373 1.00892 -1.186 -0.704 -0.272
H -1.08518 -1.14453 0.66119 1.762 -0.507 -0.922
```
Forces are in eV/Å.

Results of the Löwdin charge analysis, in e, for atoms 1 through 4: 0.53, -0.29, -0.33, -0.09


# 2
One molecule with the formula C2H4O2S. Source: OMol25; level of theory: the ωB97M-V functional and the def2-TZVPD basis.

The value obtained for the HOMO-LUMO gap is 0.3399 Ha. Its SMILES is CC(=S)OO.

```
9
Properties=species:S:1:pos:R:3:forces:R:3
S -1.36060 -0.01362 2.00239 0.110 1.016 -0.656
O 0.24551 -1.18485 0.66036 0.760 -0.185 -0.339
O 1.13186 -1.27853 -0.45234 -0.058 -1.321 -0.787
C -0.36260 -0.01374 0.68841 -1.142 -0.206 1.635
C -0.18068 1.00161 -0.41649 2.821 -0.862 3.349
H -0.75299 0.61712 -1.16274 -1.614 -0.240 -2.650
H 0.81245 -2.15938 -0.75344 0.654 0.665 -0.144
H 0.87883 1.14277 -0.64215 -0.127 -0.585 -0.482
H -0.41177 1.88862 0.07599 -1.404 1.719 0.074
```
Forces are in eV/Å.

Results of the Löwdin charge analysis, in e, for atoms 1 through 4: 0.71, -0.15, -0.01, -0.85


# 3
C2H4O2Si as an isolated structure. Source: OMol25; level of theory: the ωB97M-V functional and the def2-TZVPD basis.

The value obtained for the HOMO-LUMO gap is 0.3687 Ha.

```
9
Properties=species:S:1:pos:R:3:forces:R:3
Si 0.09297 1.12377 -0.72432 -0.226 -0.575 0.203
O 1.12612 0.58657 0.41201 -0.550 -3.133 1.750
O -1.01680 -0.13213 -0.61986 -0.777 0.247 -0.684
C 0.50339 -0.81667 0.93525 1.400 3.615 -1.471
C -0.61971 -1.03420 0.28620 -0.014 -0.633 0.392
H 0.64182 1.08573 -2.06993 0.146 0.318 -0.358
H -0.56105 2.35562 -0.32183 -0.092 0.482 -0.147
H -1.25819 -1.89336 0.41109 -0.034 -0.107 0.089
H 1.09145 -1.27532 1.69139 0.147 -0.215 0.225
```
Forces are in eV/Å.

Results of the Löwdin charge analysis, in e, for atoms 1 through 4: 0.51, -0.27, -0.19, 0.01


# 4
One molecule with the formula C2H4O3. Source: OMol25; level of theory: the ωB97M-V functional and the def2-TZVPD basis.

The value obtained for the HOMO-LUMO gap is 0.4147 Ha. Its SMILES is OO[C@H]1CO1.

```
9
Properties=species:S:1:pos:R:3:forces:R:3
O 1.10215 -0.36348 0.50627 -0.694 -1.458 0.531
O -0.73010 1.09068 0.23511 -0.798 1.250 1.329
O 2.22444 0.37633 0.16251 0.996 0.971 -1.092
C -1.29475 -0.18139 0.37258 -1.675 -1.852 -1.741
C 0.02186 0.01424 -0.21869 -0.958 -0.047 2.080
H 0.04668 0.10663 -1.23609 1.006 -0.490 -2.815
H 2.33128 0.18557 -0.79344 0.209 0.027 0.525
H -1.55270 -0.72830 1.25896 1.015 0.607 1.310
H -2.14886 -0.50026 -0.28720 0.899 0.992 -0.127
```
Forces are in eV/Å.

Results of the Löwdin charge analysis, in e, for atoms 1 through 4: -0.05, 0.04, 0.01, -0.10


# 5
One molecule with the formula C2H4O3. Source: OMol25; level of theory: the ωB97M-V functional and the def2-TZVPD basis.

The value obtained for the HOMO-LUMO gap is 0.4229 Ha. Its SMILES is OO[C@H]1CO1.

```
9
Properties=species:S:1:pos:R:3:forces:R:3
O 0.81655 0.28805 -0.77830 0.904 -0.628 -2.240
O -0.73081 -2.31230 -0.49808 2.148 -1.054 -1.299
O -0.45567 -1.33188 0.45616 0.808 0.669 1.725
C 0.48967 1.01024 0.37409 -0.703 -1.400 0.285
C -0.32399 -0.13593 -0.17511 -3.260 2.656 1.327
H 1.23545 0.96281 1.13549 0.091 -0.317 0.660
H -1.38224 0.24072 -0.52174 2.207 -0.877 -0.291
H 0.03651 1.94642 0.18916 -0.200 1.119 -0.089
H 0.23455 -2.52885 -0.71308 -1.997 -0.168 -0.078
```
Forces are in eV/Å.

Results of the Löwdin charge analysis, in e, for atoms 1 through 4: 0.02, -0.01, -0.09, -0.06


# 6
A 2-piece molecular cluster, C2H4O3 overall. Source: OMol25; level of theory: the ωB97M-V functional and the def2-TZVPD basis.

The value obtained for the HOMO-LUMO gap is 0.3967 Ha. Its SMILES is O=CO.C=O.

```
9
Properties=species:S:1:pos:R:3:forces:R:3
O -0.35921 -0.34910 1.74683 0.403 0.101 0.048
O 1.15618 0.63200 -0.38423 -0.012 -0.305 0.230
O -1.80270 -0.95799 0.14805 0.137 -0.025 0.340
C 1.23471 1.06039 -1.49771 -0.046 0.612 -0.323
C -1.28049 -1.13398 1.22141 -0.378 -0.510 -0.874
H 1.42113 0.43248 -2.37799 0.058 -0.272 0.012
H -0.01955 0.20133 1.01206 -0.002 0.189 0.298
H -1.47193 -2.02481 1.83169 -0.141 0.208 0.271
H 1.12185 2.13968 -1.70012 -0.018 0.003 -0.002
```
Forces are in eV/Å.

Results of the Löwdin charge analysis, in e, for atoms 1 through 4: 0.07, 0.00, 0.05, -0.09


# 7
A 2-piece molecular cluster, C2H4O3 overall. Source: OMol25; level of theory: the ωB97M-V functional and the def2-TZVPD basis.

The value obtained for the HOMO-LUMO gap is 0.3669 Ha. Its SMILES is O=C=O.CO.

```
9
Properties=species:S:1:pos:R:3:forces:R:3
O 0.27388 0.40451 0.31365 0.384 3.004 -8.454
O 0.06245 0.06020 -3.36805 -2.741 -1.919 7.465
O -1.41423 -0.60650 -1.52685 4.697 1.602 -2.980
C -0.51966 -0.26230 -2.28420 -2.160 0.197 -4.681
C 0.57832 -0.00916 1.49082 -3.408 -3.717 3.445
H -0.57201 0.84190 0.19340 0.161 -0.193 0.547
H -0.49450 -0.48813 1.66287 2.338 -0.220 2.100
H 1.36539 -0.77587 1.43057 -0.166 0.479 0.470
H 0.72036 0.83535 2.08780 0.895 0.766 2.088
```
Forces are in eV/Å.

Results of the Löwdin charge analysis, in e, for atoms 1 through 4: -0.14, 0.10, 0.13, -0.24


# 8
One molecule with the formula C2H4O3S. Source: OMol25; level of theory: the ωB97M-V functional and the def2-TZVPD basis.

The value obtained for the HOMO-LUMO gap is 0.3188 Ha. Its SMILES is C=[S@](=O)(O)C=O.

```
10
Properties=species:S:1:pos:R:3:forces:R:3
S 0.49943 0.25606 0.08550 -0.117 0.931 1.040
O 1.84459 0.76103 -0.01983 -0.008 -1.179 -1.062
O -1.14670 -1.62126 -1.10112 1.965 1.735 0.004
O -0.52051 1.20296 -0.58728 0.414 -2.712 -4.649
C -0.16793 -0.92506 -1.22432 0.169 -1.944 -0.008
C -0.02399 0.07082 1.59433 1.466 1.547 -1.336
H 0.57392 -0.90041 -2.03373 -0.447 -0.305 -0.732
H 0.73330 -0.57780 1.86992 0.954 -1.636 2.248
H -0.77289 1.86096 -0.06267 -1.741 4.780 3.788
H -1.01921 -0.12729 1.47920 -2.655 -1.217 0.707
```
Forces are in eV/Å.

Results of the Löwdin charge analysis, in e, for atoms 1 through 4: 0.69, -0.30, 0.08, -0.14


# 9
A 2-piece molecular cluster, C2H4O3S overall. Source: OMol25; level of theory: the ωB97M-V functional and the def2-TZVPD basis.

The value obtained for the HOMO-LUMO gap (spin up / spin down) is 0.2867 / 0.2856 Ha. Its SMILES is COC=O.O=S.

```
10
Properties=species:S:1:pos:R:3:forces:R:3
S -1.27725 -0.64673 -4.30297 0.635 1.312 -0.725
O 0.23711 1.06804 0.97962 -0.755 0.259 1.614
O -1.82802 -1.81752 -3.64319 -0.629 -1.314 0.740
O 1.33049 -0.25202 -0.52115 -0.186 0.106 0.582
C -0.11476 -0.03927 1.83907 -1.761 -1.624 -0.585
C 1.01859 0.80336 -0.04014 1.132 1.792 -2.182
H 1.36917 1.82561 -0.50133 -0.599 -1.662 0.782
H 0.19667 -0.93590 1.17808 -0.698 0.900 1.979
H -1.24806 -0.06947 2.17426 1.953 0.307 -1.661
H 0.31606 0.06391 2.83774 0.908 -0.075 -0.544
```
Forces are in eV/Å.

Results of the Löwdin charge analysis, in e, for atoms 1 through 4: 0.70, -0.07, -0.70, 0.05


# 10
A 2-piece molecular cluster, C2H4O4 overall. Source: OMol25; level of theory: the ωB97M-V functional and the def2-TZVPD basis.

The value obtained for the HOMO-LUMO gap is 0.4048 Ha. Its SMILES is O=CO.O=CO.

```
10
Properties=species:S:1:pos:R:3:forces:R:3
O 1.43780 -4.23342 -1.30118 -0.825 -0.547 0.176
O -1.24114 4.52201 1.82361 3.885 -0.846 -1.973
O -0.33820 -3.34222 -0.21658 0.754 0.459 0.294
O -0.61097 3.48123 0.00008 1.201 -2.440 -2.271
C 0.27467 -4.26902 -1.00572 -0.141 1.533 -0.010
C -0.32090 4.11979 1.07797 -3.412 2.408 3.794
H 0.29879 -2.63788 0.08367 -0.536 -1.111 -0.491
H 0.27253 3.05716 -0.17769 -1.478 0.183 -0.954
H -0.55638 -4.90201 -1.37499 0.746 -0.338 0.033
H 0.78379 4.20436 1.09082 -0.192 0.700 1.401
```
Forces are in eV/Å.

Results of the Löwdin charge analysis, in e, for atoms 1 through 4: 0.07, 0.04, 0.03, 0.10


# 11
C2H4O4 as an isolated structure. Source: OMol25; level of theory: the ωB97M-V functional and the def2-TZVPD basis.

The value obtained for the HOMO-LUMO gap is 0.3892 Ha.

```
10
Properties=species:S:1:pos:R:3:forces:R:3
O -0.02848 -0.22054 1.12298 -0.245 0.164 -0.312
O -0.26051 -1.30796 -0.89420 0.274 0.228 0.072
O 0.08476 1.68372 -0.16884 -0.560 -0.564 1.842
O -0.97886 -0.12925 -1.24934 0.948 1.882 -0.812
C -0.42885 0.97736 0.73905 0.939 1.039 -0.866
C 0.65459 -0.97456 0.08755 0.006 0.403 -0.270
H 1.00987 -1.89939 0.53581 -0.017 0.118 0.013
H -0.26612 0.87569 -1.24228 -1.477 -3.237 0.238
H 1.46061 -0.34022 -0.29848 -0.009 -0.151 0.051
H -1.24701 1.33514 1.36775 0.143 0.119 0.042
```
Forces are in eV/Å.

Results of the Löwdin charge analysis, in e, for atoms 1 through 4: 0.04, -0.10, 0.00, -0.14


# 12
A 2-piece molecular cluster, C2H4O4PS overall. Source: OMol25; level of theory: the ωB97M-V functional and the def2-TZVPD basis.

The value obtained for the HOMO-LUMO gap (spin up / spin down) is 0.2628 / 0.2000 Ha. Its charge is -1.

```
12
Properties=species:S:1:pos:R:3:forces:R:3
S -1.62197 -2.13300 -4.27629 0.133 0.729 0.112
P -0.83549 -3.24304 -2.81311 -0.185 0.204 -1.490
O 1.63356 -0.06982 -0.27519 -0.448 -0.451 -0.065
O 0.62589 -3.81341 -3.40486 -0.182 0.679 0.973
O -0.55193 -0.53866 -0.33758 -2.475 -0.227 0.725
O -1.69457 -4.36268 -2.40229 -0.296 -1.113 1.038
C 0.68783 -0.80249 -0.39525 2.074 0.463 -0.137
C -1.04194 0.81224 -0.15442 -1.141 1.094 -0.335
H -0.75868 1.29605 0.82231 0.306 -0.720 -1.008
H 1.11753 -3.00315 -3.18888 0.657 -0.357 -0.479
H -0.60246 1.35595 -1.05394 -1.059 -0.158 1.354
H -2.22476 0.77164 -0.10144 2.617 -0.142 -0.686
```
Forces are in eV/Å.

Results of the Löwdin charge analysis, in e, for atoms 1 through 4: -0.05, 0.05, 0.05, -0.36


| no. | strongest force on any atom (eV Å⁻¹) |
| --- | --- |
| 1 | 3.40 |
| 2 | 4.46 |
| 3 | 4.15 |
| 4 | 3.04 |
| 5 | 4.41 |
| 6 | 1.08 |
| 7 | 8.98 |
| 8 | 6.34 |
| 9 | 3.04 |
| 10 | 5.64 |
| 11 | 3.57 |
| 12 | 2.71 |